The following is a quantum chemistry calculation of 2 unconnected molecules or ions with the total composition C3H6ClN at a distorted geometry, from the Open Molecules 2025 dataset.

The LUMO energy is -0.0523 Eh. The value obtained for the energy above the lowest of the compared OMol25 structures with the same formula, charge and spin is 3.327 eV. The calculation puts the largest force on an atom at 2.81 eV Å⁻¹. As for the charge: 0.

Last columns: bonded neighbours and bond lengths (Å).
Cartesian coordinates (Å):
1 C -0.62 2.15 0.17  C2 1.343, H6 1.033, H7 1.051
2 C -1.45 1.15 0.51  C1 1.343, C3 1.397, H8 1.134
3 C -1.67 0.03 -0.29  C2 1.397, Cl5 1.727
4 N 0.74 -2.22 -0.03  H9 1.014, H10 1.007, H11 1.000
5 Cl -3.30 -0.53 -0.18  C3 1.727
6 H -0.57 2.99 0.76  C1 1.033
7 H -0.21 2.16 -0.80  C1 1.051
8 H -2.19 1.33 1.35  C2 1.134
9 H 0.68 -2.46 0.96  N4 1.014
10 H -0.10 -1.84 -0.44  N4 1.007
11 H 1.22 -1.34 0.02  N4 1.000